93
Properties=species:S:1:pos:R:3:forces:R:3 method="wB97M-V/def2-TZVPD" max_force_ev_per_a=4.0 total_charge=+1 homo_energy_ev=-8.2 lumo_energy_ev=-2.59 e_tot_ev=-79632.4605
C 1.1505 -0.4902 -2.7539 0.2387 0.3436 -0.7934
C -0.9632 -1.4751 -2.4767 -0.8894 -0.0938 0.8583
C 1.1871 -0.8480 -4.0994 0.7027 0.4790 0.7627
C -0.8439 -2.0461 -3.7713 0.5418 -0.1050 -0.7859
C 0.1932 -1.6815 -4.6038 -0.6844 -0.4969 0.3915
H 2.0197 -0.4902 -4.7015 -0.1787 -0.2364 0.0340
H -1.6346 -2.7121 -4.1121 0.1171 0.2479 0.0102
H 0.2488 -2.0400 -5.6289 -0.0881 0.0215 0.1686
N 0.1087 -0.7692 -1.9393 -0.0577 0.0615 0.0510
P 2.6777 0.2910 -0.4514 0.1027 -0.0937 -0.0912
P -2.8810 -0.6043 -0.5517 0.5604 -0.3386 -0.1887
C 2.3506 0.3442 -2.2579 -0.4808 -0.0863 -0.3082
H 3.2699 0.0427 -2.7929 -0.5307 0.0392 0.1235
H 2.1716 1.3937 -2.5519 0.0061 -0.3912 0.1971
C 0.1504 0.8602 3.0401 0.5584 2.4427 2.7991
O 0.2855 1.6307 3.8840 -0.4533 -2.4775 -2.6400
C -2.2190 -1.6505 -1.7986 1.7132 -0.8626 0.5062
H -2.7574 -2.5677 -2.0613 -0.0052 0.5036 -0.3159
C -3.5977 -1.7892 0.8217 -0.0323 0.7362 -0.7892
C -4.2044 0.2931 -1.5945 -0.0966 -0.4602 0.9246
C 3.8809 -1.2059 -0.3429 -0.0345 0.6933 0.2117
C 3.5411 1.9811 -0.2089 0.1102 -0.6627 0.0680
C -2.6295 -1.6233 2.0178 -0.2831 0.0076 -0.0012
H -2.5028 -0.5609 2.2969 -0.1245 -0.3022 -0.1158
H -3.0307 -2.1403 2.9010 0.1382 0.0201 -0.1200
H -1.6358 -2.0697 1.8302 -0.3118 0.0183 -0.0530
C -5.0102 -1.3373 1.2177 -0.0551 -0.1910 0.4021
H -5.0331 -0.2993 1.5750 0.0212 -0.2786 -0.0730
H -5.7220 -1.4523 0.3889 0.3123 0.0902 0.3243
H -5.3755 -1.9751 2.0386 0.0777 0.1611 -0.1212
C -3.6591 -3.2526 0.3752 -0.1085 -0.1439 0.2953
H -4.1250 -3.8378 1.1871 0.1543 0.0706 -0.2142
H -4.2889 -3.3856 -0.5166 0.2288 0.0828 0.2186
H -2.6648 -3.6786 0.1803 -0.2712 0.1820 -0.0386
C -4.8489 1.3816 -0.7188 -0.1965 0.0582 -0.3539
H -4.0823 2.0272 -0.2620 -0.1401 -0.1456 -0.1370
H -5.4982 2.0080 -1.3447 0.0463 0.0062 0.1649
H -5.4632 0.9621 0.0859 0.1479 0.1467 -0.2792
C -3.4554 0.9265 -2.7771 -0.0374 -0.0648 0.0936
H -2.6203 1.5608 -2.4511 -0.0904 -0.0984 -0.0134
H -3.0612 0.1567 -3.4503 -0.0494 0.1805 0.1767
H -4.1598 1.5479 -3.3450 0.0815 -0.0477 0.1033
C -5.2299 -0.7189 -2.1354 -0.2967 0.3398 -0.2575
H -4.7750 -1.6764 -2.4237 -0.0022 0.3068 0.0681
H -6.0449 -0.9141 -1.4306 0.1910 0.0560 -0.1461
H -5.6875 -0.2988 -3.0426 -0.0220 -0.1337 0.1377
C 4.0089 2.0540 1.2558 0.0789 0.1994 -0.0117
H 4.3621 3.0736 1.4760 -0.0626 -0.2596 -0.0297
H 3.1875 1.8263 1.9525 0.1836 0.0556 -0.1592
H 4.8375 1.3630 1.4655 -0.2449 0.2434 -0.1156
C 2.4863 3.0757 -0.4643 -0.0150 -0.0253 0.0112
H 2.1987 3.1280 -1.5223 0.0523 0.0131 0.2534
H 1.5768 2.9258 0.1300 0.1829 -0.0139 -0.0579
H 2.9125 4.0547 -0.1933 -0.0652 -0.2820 -0.0564
C 4.7155 2.2058 -1.1730 0.1723 0.3445 0.0428
H 5.0031 3.2680 -1.1248 -0.0487 -0.2308 -0.0443
H 5.6060 1.6244 -0.9114 -0.3298 0.1931 -0.0711
H 4.4480 1.9895 -2.2164 0.0684 0.0636 0.2729
C 3.1973 -2.4281 -0.9813 -0.0654 0.0146 -0.0229
H 3.8355 -3.3152 -0.8308 -0.1181 0.3020 -0.0193
H 2.2282 -2.6475 -0.5164 0.1358 0.1124 -0.1811
H 3.0495 -2.3058 -2.0628 -0.0119 -0.0211 0.2593
C 4.1360 -1.4839 1.1497 0.0836 -0.1071 -0.0012
H 3.2022 -1.7029 1.6853 0.2758 0.0858 -0.1529
H 4.7946 -2.3616 1.2425 -0.1430 0.1981 0.0143
H 4.6322 -0.6408 1.6482 -0.1190 -0.2830 -0.1388
C 5.2096 -0.9488 -1.0622 0.2463 -0.3173 0.0730
H 5.0789 -0.5892 -2.0911 0.0585 -0.0553 0.2638
H 5.8519 -0.2486 -0.5133 -0.2211 -0.2263 -0.1514
H 5.7574 -1.9026 -1.1230 -0.1003 0.2223 -0.0024
Ca -0.0967 -0.3416 0.5608 -0.2220 -0.5228 -1.0141
N 0.8630 -2.4243 1.7741 0.2617 -3.5528 -0.3537
C 0.9040 -3.5943 1.5891 -0.9335 3.9129 -0.1867
C 0.6695 -4.8938 1.0448 -0.0557 -1.3573 -0.2346
C 1.0578 -6.0740 1.7002 -0.0084 -0.1063 -0.1238
C -0.0186 -4.9958 -0.1844 -0.0996 0.1517 -0.2056
C 0.7832 -7.3204 1.1287 -0.0533 0.2146 0.0213
H 1.5615 -6.0094 2.6599 -0.0152 -0.0587 -0.1415
C -0.3013 -6.2413 -0.7516 0.0868 0.0757 0.3194
H -0.3582 -4.0958 -0.6999 0.1355 -0.0918 0.1274
C 0.1013 -7.4071 -0.0908 0.0524 0.2414 0.1505
H 1.0904 -8.2337 1.6453 -0.1106 0.3864 -0.1677
H -0.8549 -6.3019 -1.6976 0.3198 0.1009 0.4825
H -0.1314 -8.3857 -0.5150 0.1153 0.3145 0.1165
C -1.8902 5.1108 1.7314 0.0179 -0.0792 0.3720
C -1.6863 4.4042 0.3790 -0.2805 0.8239 -0.1927
C -1.2038 3.0390 0.5109 0.7359 -2.7573 0.0617
N -0.8467 1.9262 0.5884 -0.7660 3.2907 -0.0939
H -2.6891 4.6254 2.3056 0.2828 0.0513 -0.0821
H -2.1814 6.1587 1.6025 0.0663 -0.2748 -0.2429
H -0.9633 5.1073 2.3184 -0.2551 -0.0796 -0.0958
H -2.6368 4.3865 -0.1805 0.3477 -0.1520 0.1170
H -0.9694 4.9748 -0.2343 -0.1456 -0.3422 0.1375